P | 87
Properties=species:S:1:pos:R:3:mulliken_charge:R:1 method="wB97M-V/def2-TZVPD" spin_multiplicity=1 orbital_gap_ha=0.3754 charge=0
O 5.74900 17.78900 -9.05000 -0.516
O 6.28500 19.17800 -7.20600 -0.319
O 12.22300 12.34800 -4.79900 -0.614
O 11.83300 15.82700 -8.68100 -0.366
O 10.55500 11.55600 -6.11000 -0.417
O 10.33600 13.51200 -5.21600 -0.289
O 4.28900 19.39400 -8.05600 -0.343
O 11.80300 18.99000 -4.11600 -0.644
O 7.69600 14.12400 -15.07300 -0.323
O 5.72600 15.03300 -14.67800 -0.644
O 7.26000 14.75700 -13.01800 -0.227
O 10.42300 16.61700 -10.24200 -0.289
O 11.87900 17.07700 -2.89100 -0.325
O 13.06000 17.20000 -4.68600 -0.407
O 9.51000 15.90800 -8.21200 -0.440
N 5.84100 15.22400 -5.98100 -0.635
N 12.04500 14.88000 -12.89200 -0.547
C 12.18800 17.81900 -3.91300 0.724
C 5.45100 18.82800 -8.10100 0.758
C 14.83900 15.83900 -3.65000 -1.636
C 5.84000 15.02600 -7.13500 -0.136
C 6.25700 13.26100 -8.85700 0.877
C 12.50100 14.32500 -11.98500 0.270
C 8.79500 13.66300 -14.30400 -0.430
C 12.66600 12.30200 -10.26700 -0.649
C 13.43400 15.93600 -4.15100 1.431
C 5.75400 12.76700 -10.20500 -1.529
C 9.24600 17.35000 -10.58100 -0.450
C 6.81500 14.62200 -14.24400 0.489
C 3.36500 19.28300 -9.14000 -0.616
C 11.14100 12.45500 -5.35700 0.684
C 10.57900 16.17200 -9.07200 0.505
C 12.09300 15.41100 -7.34100 -1.228
C 9.35000 12.03400 -6.62500 1.481
C 12.41800 15.74400 -3.03300 -0.376
C 7.64400 18.76700 -7.23600 -0.332
C 8.81600 13.40500 -11.66300 -0.865
C 13.15700 13.62000 -10.85700 -0.141
C 5.91600 14.70600 -8.57700 0.393
C 8.55400 14.30200 -12.88700 0.754
C 9.06200 13.24400 -5.71400 -0.272
C 12.04600 12.40400 -8.92700 -0.419
C 8.17800 11.01800 -6.58000 -1.786
H 7.34800 13.03000 -8.79200 -0.665
H 8.48900 12.98800 -4.82000 0.502
H 8.75500 12.61600 -14.28800 0.350
H 11.12300 12.93100 -8.86900 -0.143
H 13.18100 15.16300 -4.87900 -0.441
H 8.26500 12.52700 -11.82800 0.570
H 2.35100 19.64300 -8.78700 0.245
H 9.48600 12.36500 -7.64400 -0.429
H 13.08400 14.32200 -10.04300 -0.086
H 12.88300 15.45000 -2.09000 0.315
H 6.03400 13.44900 -11.00200 0.248
H 4.63600 12.69900 -10.35900 0.365
H 15.05700 16.74400 -3.14300 0.459
H 8.56000 10.17800 -7.09800 0.464
H 8.32000 16.81600 -10.28400 0.069
H 14.17600 13.46700 -11.16900 0.428
H 3.33300 18.33600 -9.61600 0.286
H 9.26000 15.15300 -12.86000 0.004
H 8.53000 13.95700 -6.31500 -0.076
H 7.31800 11.32000 -7.03800 0.317
H 12.00500 11.82500 -10.99500 0.412
H 6.18100 11.78600 -10.55900 0.361
H 6.59400 15.38600 -9.09800 -0.421
H 5.80200 12.86200 -7.93400 0.522
H 11.29700 14.76600 -6.95000 0.427
H 7.87600 17.72500 -7.38100 0.105
H 9.32200 18.26500 -9.96000 0.310
H 9.86000 13.12900 -11.64300 0.172
H 8.10300 19.12700 -6.31500 0.258
H 9.69600 14.11400 -14.72100 0.310
H 15.55100 15.80100 -4.48700 0.350
H 4.98000 14.93400 -8.99400 0.661
H 12.78600 12.99500 -8.28700 0.173
H 11.89300 11.42400 -8.41300 0.489
H 13.01800 14.93400 -7.35100 0.429
H 15.13400 15.01900 -2.99100 0.362
H 8.07600 19.36200 -8.08900 0.221
H 7.86300 10.61600 -5.65400 0.439
H 13.57700 11.70100 -10.22900 0.368
H 3.52800 20.06200 -9.94800 0.275
H 11.73800 14.96600 -3.18900 0.172
H 12.14100 16.30700 -6.72100 0.669
H 9.10300 17.56600 -11.66200 0.286
H 8.58300 13.90300 -10.70400 -0.288

---

Q | 87
Properties=species:S:1:pos:R:3:mulliken_charge:R:1 method="wB97M-V/def2-TZVPD" spin_multiplicity=1 orbital_gap_ha=0.3684 charge=0
O 0.74483 0.06025 3.59676 -0.569
O -1.97017 0.46525 -5.68224 -0.357
O 1.99283 2.13925 0.55976 -0.061
O 1.10983 -2.93275 -0.61624 -0.219
O -2.33717 0.06525 -3.39124 -0.581
O -0.19017 1.80425 4.69976 -0.398
O -1.20017 -3.15975 -0.57424 -0.439
O -1.02017 1.19425 2.81076 -0.063
O 0.93683 2.48025 -1.57124 -0.716
O -0.05117 -1.66675 0.64776 0.031
O 4.75783 0.16425 1.64076 -0.370
O 5.70983 -0.78375 3.44776 -0.335
O -1.12017 -1.34675 -4.82424 -0.331
O 1.98283 0.48125 -0.90824 -0.057
O 6.89883 0.69025 2.34276 -0.629
N 6.52983 -4.00075 1.16676 -0.407
N -4.27917 1.69825 -1.20624 -0.278
C -2.63517 1.67025 -5.54524 -0.718
C -1.16717 2.83225 4.47176 -0.389
C -1.40017 -1.30775 0.82876 0.558
C 5.84283 0.08225 2.43676 0.563
C -1.52417 2.53125 3.02076 0.678
C 2.98983 -5.83075 -0.47324 -1.197
C -0.89217 -2.28475 -3.80624 -0.480
C 1.60583 1.68225 -0.60124 0.521
C -1.56417 0.04625 0.15876 0.155
C -2.98317 2.76625 2.54176 -1.005
C -0.05117 0.97125 3.71476 0.564
C 0.06383 -2.61875 -0.26124 0.272
C -2.20117 -2.39475 0.00776 -0.664
C -6.57017 4.31125 0.81876 -1.100
C 3.78683 -0.77675 1.98176 1.523
C 1.58783 3.45125 0.92276 -0.559
C 4.36483 -1.17375 3.42876 -0.607
C 5.55283 -5.22075 -0.97924 -0.351
C 1.60983 -0.13575 -2.16024 -0.458
C 4.07083 -4.91775 -1.09224 0.282
C 3.81983 -1.94175 1.08176 -1.063
C -5.64917 3.90225 -1.52624 -0.613
C -5.53817 4.72625 -0.23724 -0.405
C -4.90717 2.61125 -1.28324 0.169
C 6.10483 -4.51275 0.25076 0.214
C -1.77817 -0.27775 -4.65124 0.845
H -3.01217 2.37525 1.51376 0.058
H -1.91917 -2.69875 -3.50824 0.299
H -3.60017 1.58125 -5.14624 0.304
H 1.90283 0.49325 -3.01624 0.439
H 4.54383 -2.74775 1.18276 -0.063
H -0.65917 0.58325 0.03576 -0.613
H 3.95583 -0.77375 4.31776 0.261
H 2.77383 -0.28475 2.02476 -0.389
H 5.75283 -6.29775 -0.77624 0.243
H 3.12583 -6.89375 -0.67524 0.418
H 0.44383 3.33425 0.87676 0.040
H 3.82183 -1.54175 0.06276 0.341
H 1.94983 -5.51675 -0.71524 0.203
H -6.62317 3.75925 -1.83624 0.402
H -2.43617 0.64425 0.54676 -0.214
H -2.80917 -2.02575 -0.79424 0.309
H -0.69417 3.74725 4.66976 0.307
H -6.34417 3.40125 1.40976 0.274
H -5.11117 4.33925 -2.34324 0.286
H -0.89117 3.07925 2.37476 -0.190
H 1.84383 3.67525 1.95476 0.274
H -0.32117 -3.06075 -4.21724 0.288
H -2.02717 2.62525 5.09976 0.307
H -2.78017 2.20425 -6.44824 0.254
H -3.69317 2.42325 3.29976 0.386
H 4.33283 -2.22975 3.54676 0.358
H -0.59617 -2.01975 -2.75724 0.070
H -4.57617 4.54425 0.15576 0.219
H -7.58817 4.45725 0.64376 0.419
H -5.70017 5.78125 -0.43324 0.365
H 2.98983 -5.67475 0.56076 0.350
H 3.77883 -4.97475 -2.12724 0.380
H 2.87483 -2.44175 1.26676 0.390
H 6.01083 -4.93675 -1.88924 0.317
H -2.05417 2.20225 -4.89024 0.346
H -1.89717 -0.23075 -0.88424 0.181
H -1.58817 -1.42375 1.93076 0.338
H -6.41917 5.10825 1.60376 0.302
H -2.80817 -3.09175 0.51576 0.347
H 1.84483 4.24525 0.20076 0.328
H 3.78483 -3.93975 -0.69524 -0.424
H 0.46983 -0.14775 -2.13724 -0.097
H 2.09183 -1.07975 -2.14424 0.259
H -3.17717 3.88525 2.45276 0.375

---

Which of them is the most stable, and which is the least stable? P and Q, in that order.

---

P | 25
Properties=species:S:1:pos:R:3:mulliken_charge:R:1 method="wB97M-V/def2-TZVPD" spin_multiplicity=1 orbital_gap_ha="0.3053 / 0.2822" charge=0
N 2.76811 1.50658 0.66743 -0.661
N -1.25266 0.35917 -0.15806 0.283
N -3.39328 0.90941 -0.29064 -0.644
N 1.11311 0.20996 -0.06890 0.408
C 3.11285 0.98041 -0.54413 -0.418
C -2.57655 -0.10558 -0.39948 -0.111
C -0.08437 -0.45575 -0.25122 0.538
C -2.64766 2.00493 0.09260 -0.607
C 2.10519 0.24592 -0.98518 -0.208
C -1.34764 1.67754 0.14466 -0.173
C 1.57843 1.02127 0.98362 -0.158
C 0.17815 -1.75227 1.89925 -0.980
C -0.22655 -1.51459 -1.31228 -1.961
H -0.74426 -1.40986 2.15738 0.370
H -2.62149 -1.15827 -0.39006 0.323
H -1.09041 -2.16370 -1.35167 0.443
H 2.00887 -0.33306 -1.98683 0.243
H -3.13352 2.93260 0.14511 0.440
H -0.45837 2.24214 0.33173 0.466
H 0.20125 -2.69869 1.42304 0.330
H 0.97380 -1.55163 2.58162 0.334
H 0.64573 -2.15931 -1.42117 0.391
H 4.06499 1.05769 -1.08430 0.333
H -0.31237 -0.92520 -2.18339 0.606
H 1.13866 1.08032 2.00088 0.413

---

Q | 25
Properties=species:S:1:pos:R:3:mulliken_charge:R:1 method="wB97M-V/def2-TZVPD" spin_multiplicity=1 orbital_gap_ha=0.3014 charge=0
N 0.67741 1.62042 2.15782 -0.636
N 0.46973 2.84032 0.30497 -0.144
N -0.40440 -0.65453 -0.96094 0.073
N 0.12323 -0.52025 1.30087 0.136
C -0.27956 0.75977 -1.21137 0.910
C 0.42266 0.81854 1.08200 1.087
C 0.02005 -1.35645 0.14272 0.834
C -1.20972 -1.25424 -1.98354 -1.515
C -0.53063 1.43866 -2.36688 -1.345
C 0.77933 2.79650 1.62061 -0.405
C 0.33938 -2.63950 -0.02078 -1.529
C 0.31803 1.51666 -0.09148 -0.710
C 0.44247 -1.28049 2.48796 -1.349
H -1.40408 -2.41058 -1.83025 0.302
H 0.93514 3.71664 2.07537 0.470
H -2.14262 -0.74637 -2.21275 0.390
H 1.42685 -1.61175 2.60939 0.464
H -1.19459 1.08276 -3.16840 0.283
H -0.64730 -1.14334 -2.83705 0.610
H -0.21031 2.43030 -2.53178 0.239
H 0.75443 3.43834 -0.41978 0.255
H -0.15771 -2.08649 2.71316 0.428
H 0.31006 -3.03491 -0.95211 0.483
H 0.42939 -0.47788 3.26998 0.399
H 0.73279 -3.24212 0.82227 0.269

---

Which of them is the most stable, and which is the least stable? Q and P, in that order.

---

P | 14
Properties=species:S:1:pos:R:3:mulliken_spin:R:1 method="wB97M-V/def2-TZVPD" spin_multiplicity=3 orbital_gap_ha="0.2462 / 0.3008" charge=+1 s_squared=2.009
N -1.09590 1.34075 -0.33354 0.393
N 0.20163 1.31084 0.13233 0.069
N 0.25736 -1.10250 0.47684 0.021
N 2.22068 0.26208 -0.12127 0.003
C -2.81117 -0.42174 0.22173 0.533
C 0.92634 -0.05096 0.29907 0.010
C -1.86452 0.43179 0.02123 0.834
H 0.22786 1.90480 0.95541 0.014
H 2.90843 -0.49627 -0.13852 0.002
H 0.84193 -1.94057 0.28847 0.010
H -3.09808 -0.43429 1.19851 0.080
H 0.87588 1.88162 -0.52237 -0.036
H 2.61319 1.12669 -0.47893 -0.002
H -3.26016 -1.06331 -0.48031 0.071

---

Q | 14
Properties=species:S:1:pos:R:3:mulliken_spin:R:1 method="wB97M-V/def2-TZVPD" spin_multiplicity=3 orbital_gap_ha="0.2717 / 0.2839" charge=+1 s_squared=2.054
N 1.10732 -0.18354 -0.18885 -0.097
N -1.45429 -0.08589 -0.40659 0.592
N 2.54003 -0.09043 -0.12717 0.057
N -2.56703 -0.50802 0.06279 0.339
C 0.52245 1.05570 -0.12802 0.270
C -0.79589 1.07432 -0.21997 -0.082
C 0.34747 -1.21274 -0.19807 0.845
H -1.34866 2.01130 -0.12124 0.013
H -2.86576 -1.40934 -0.14981 0.003
H 1.23273 1.90209 -0.11229 0.004
H 2.82515 -0.73193 0.51997 -0.007
H 0.60530 -2.22574 -0.27515 0.043
H -2.82514 -0.37060 0.99073 0.015
H 2.67634 0.77481 0.35366 0.003

---

Which of them is the most stable, and which is the least stable? Q and P, in that order.